Below is a cluster of 2 separate species, C3H10NOS in total in a non-equilibrium geometry, with properties calculated with the ωB97M-V functional and the def2-TZVPD basis.

```
16
Properties=species:S:1:pos:R:3:forces:R:3:mulliken_charge:R:1
S 0.376 -0.893 2.669 -0.658 -1.021 1.118 -0.69
O -2.361 0.308 1.593 -0.087 2.333 -1.605 -0.64
N -0.357 0.064 -2.296 3.075 0.024 -2.702 -0.59
C 0.009 0.530 -1.045 0.800 1.251 3.203 -0.19
C 0.739 -0.652 -0.028 2.543 4.037 -5.141 -0.49
C 1.187 -0.160 1.286 -1.875 3.237 0.426 -0.70
H 0.763 1.315 -1.297 -0.081 -0.443 1.016 0.27
H -1.831 1.031 1.137 -1.174 -1.289 0.997 0.31
H 0.427 -0.465 -2.762 -1.523 0.627 0.712 0.21
H 0.148 -1.454 -0.053 -2.766 -3.113 0.543 0.38
H 2.203 -0.095 1.520 1.887 -0.313 -0.392 0.33
H 1.562 -0.977 -0.821 -0.821 0.629 1.698 0.21
H 0.875 0.971 1.286 0.585 -1.442 -0.015 0.11
H -1.196 -0.373 -2.351 -2.711 -1.916 -0.178 0.17
H -0.892 1.162 -0.603 1.751 -1.636 -0.496 0.04
H -1.654 -0.312 1.763 1.056 -0.965 0.815 0.24
```
Forces are in eV/Å.

Properties
Total energy: -648.45638 a.u.
Frontier orbital gap: 6.43 eV
Charge: -1
Max |F|: 7.0 eV Å⁻¹



Below is a cluster of 2 separate species, C3H10NOS in total, with properties calculated with the ωB97M-V functional and the def2-TZVPD basis.

```
16
Properties=species:S:1:pos:R:3:forces:R:3:mulliken_charge:R:1
S -1.402 -2.584 0.254 -0.047 -0.245 -0.191 -0.27
O 0.098 0.634 -1.131 0.039 0.176 0.085 -0.80
N 0.816 1.488 1.004 0.160 -0.172 0.213 -0.53
C 0.557 1.697 -0.466 -0.320 -0.151 -0.027 -0.62
C -1.647 -1.584 -1.249 -0.344 0.018 0.407 -0.52
C 1.654 0.298 1.198 -0.399 0.140 0.095 -0.71
H -0.090 1.260 1.403 -0.093 -0.010 -0.061 0.28
H -2.587 -1.828 -1.749 0.066 -0.064 0.078 0.35
H -1.586 -0.543 -0.932 0.164 0.096 -0.328 0.15
H 1.527 2.095 -0.840 0.143 0.043 -0.083 0.32
H -1.998 -1.749 1.107 -0.012 0.068 0.060 0.08
H 2.693 0.563 1.009 0.207 -0.045 -0.143 0.24
H -0.158 2.554 -0.468 0.098 0.159 0.013 0.26
H 1.589 -0.057 2.233 0.003 0.091 -0.014 0.30
H 1.335 -0.509 0.531 0.169 -0.050 -0.025 0.29
H -0.801 -1.734 -1.904 0.164 -0.053 -0.078 0.19
```
Forces are in eV/Å.

Properties
Total energy: -648.45922 a.u.
Frontier orbital gap: 6.17 eV
Charge: -1
Max |F|: 0.5 eV Å⁻¹



Below is the ion C3H10NOS with charge +1, with properties calculated with the ωB97M-V functional and the def2-TZVPD basis.

```
16
Properties=species:S:1:pos:R:3:forces:R:3:mulliken_charge:R:1
S 0.090 -1.613 2.147 -0.135 0.119 0.093 -0.21
O -0.716 1.495 -1.757 -0.072 -0.006 -0.115 -0.55
N -1.087 -0.770 -0.491 -0.393 0.040 0.213 -0.26
C 0.359 1.130 -0.923 0.337 0.109 0.232 -0.66
C 0.907 -0.490 0.956 -0.116 -0.732 0.210 -0.78
C -0.179 0.229 0.181 0.517 0.251 0.149 -0.09
H -0.905 2.436 -1.702 0.001 0.043 -0.028 0.34
H -0.558 -1.594 -0.796 -0.231 0.041 0.016 0.35
H 1.518 -1.098 0.293 0.109 0.060 -0.240 0.42
H 0.871 1.970 -0.458 -0.146 0.173 0.007 0.44
H -0.799 0.810 0.863 -0.136 -0.032 -0.076 0.32
H 1.166 -1.957 2.863 0.070 -0.003 -0.078 0.18
H -1.522 -0.295 -1.298 0.109 -0.022 0.026 0.36
H 1.123 0.617 -1.508 -0.079 -0.192 -0.159 0.34
H -1.839 -1.056 0.148 0.286 -0.212 -0.230 0.38
H 1.570 0.184 1.483 -0.119 0.363 -0.019 0.43
```
Forces are in eV/Å.

Properties
Total energy: -648.23352 a.u.
Frontier orbital gap: 10.04 eV
Charge: +1
Max |F|: 0.8 eV Å⁻¹



Below is a cluster of 2 separate species, C3H10NOSe in total in a non-equilibrium geometry, with properties calculated with the ωB97M-V functional and the def2-TZVPD basis.

```
16
Properties=species:S:1:pos:R:3:forces:R:3:mulliken_charge:R:1
Se 2.045 0.781 -0.681 -1.866 -0.786 -1.415 0.39
O -1.647 -0.128 -0.702 1.146 -0.362 -1.258 -0.46
N 1.311 -1.147 -0.949 0.392 0.897 3.537 -0.71
C 3.001 0.396 0.830 4.677 1.576 -0.647 -0.95
C -2.492 0.116 0.331 -0.181 -1.133 0.979 0.25
C -3.565 0.869 0.271 0.612 -0.700 1.900 -0.77
H 0.844 -1.083 -1.847 0.342 -0.805 -0.332 0.35
H -3.729 1.404 -0.607 -0.858 1.012 -1.130 0.27
H -1.978 0.169 -1.576 -0.121 -0.007 0.955 0.27
H 0.515 -1.238 -0.176 2.084 -0.031 -2.125 0.42
H 2.642 -0.175 1.587 -1.766 -1.917 1.948 0.40
H -2.230 -0.508 1.222 -0.120 0.770 -0.850 0.24
H -4.118 0.937 1.206 -0.294 0.324 -0.599 0.23
H 3.176 1.380 1.329 -0.073 -0.413 -0.526 0.33
H 2.185 -1.784 -0.769 -2.554 1.095 -1.030 0.41
H 4.039 0.010 0.533 -1.419 0.481 0.593 0.33
```
Forces are in eV/Å.

Properties
Total energy: -2651.38732 a.u.
Frontier orbital gap: 7.31 eV
Charge: +1
Max |F|: 5.0 eV Å⁻¹